Computed, not measured: a cluster of 12 separate species, C58H122F21N5O24 in total at a distorted geometry, with ωB97M-V with the def2-TZVPD basis set.

Positions of all 230 atoms, in Å:
1 C -8.62722 -7.94618 0.59093
2 O -7.98016 -8.62351 -0.47123
3 O -8.81855 -8.81460 1.63407
4 C -8.03747 -6.46457 0.89068
5 F -8.34788 -5.93950 2.12238
6 F -6.73230 -6.62536 1.04031
7 F -8.25495 -5.57416 -0.13943
8 C -8.37893 -8.55213 -1.90844
9 C -7.52675 -9.50017 -2.77396
10 H -8.11046 -10.41080 -2.90863
11 H -7.11078 -9.14394 -3.71638
12 H -6.79527 -10.00994 -2.14693
13 H -8.26303 -7.49958 -2.16688
14 H -9.44924 -8.75740 -1.92842
15 H -9.60141 -7.79854 0.12483
16 C 5.39763 6.68706 -1.37405
17 O 6.44356 6.81089 -0.32778
18 O 5.94706 7.27090 -2.52025
19 C 4.67361 5.24255 -1.40937
20 F 5.58328 4.29374 -1.63855
21 F 4.13069 5.01248 -0.23906
22 F 3.69347 4.99380 -2.26258
23 C 6.00204 7.10192 0.97972
24 C 7.27987 6.97924 1.80548
25 H 7.97375 7.72456 1.41672
26 H 7.16859 7.20247 2.86656
27 H 7.76300 6.01618 1.64055
28 H 5.30936 6.39671 1.43904
29 H 5.63453 8.12663 1.03463
30 H 4.70974 7.48247 -1.08732
31 C -2.57346 0.75562 -9.11877
32 O -3.38402 0.01669 -10.11797
33 O -1.47523 -0.13874 -9.00788
34 C -2.29277 2.20637 -9.51374
35 F -1.77863 2.74858 -8.47603
36 F -1.52429 2.53889 -10.48294
37 F -3.42012 2.91724 -9.73189
38 C -4.73038 -0.22957 -9.63151
39 C -5.53567 -1.11359 -10.58176
40 H -6.59343 -1.13020 -10.31915
41 H -5.60828 -0.58372 -11.53153
42 H -5.16809 -2.11821 -10.79089
43 H -5.37173 0.62726 -9.42508
44 H -4.73840 -0.87514 -8.75329
45 H -3.02982 0.69475 -8.13079
46 C -4.51066 5.75704 -4.49750
47 O -5.85634 5.43302 -4.84414
48 O -4.29803 7.17126 -4.83280
49 C -4.09564 5.15437 -3.06612
50 F -3.20273 5.81953 -2.31863
51 F -5.17705 5.11688 -2.24684
52 F -3.59215 3.95755 -3.10716
53 C -6.12056 3.99967 -5.18436
54 C -7.54015 3.92186 -5.76520
55 H -7.74415 4.58400 -6.60666
56 H -7.82057 2.89589 -6.00364
57 H -8.30212 4.23480 -5.05136
58 H -6.07217 3.47502 -4.23016
59 H -5.50943 3.53779 -5.95978
60 H -3.97738 5.24971 -5.30145
61 C -3.23660 -1.09733 7.07082
62 O -2.20011 -1.88284 6.32507
63 O -3.80195 -0.27755 6.06469
64 C -4.15591 -2.17404 7.86024
65 F -5.39435 -2.18299 7.39932
66 F -3.65777 -3.44116 8.00819
67 F -4.28579 -1.70403 9.14841
68 C -1.09855 -2.44944 7.03200
69 C -0.22811 -3.33530 6.09308
70 H -0.82860 -4.13875 5.66648
71 H 0.09409 -2.66743 5.29419
72 H 0.71252 -3.70927 6.49738
73 H -1.37848 -2.98097 7.94152
74 H -0.43288 -1.67134 7.40553
75 H -2.73895 -0.46231 7.80376
76 C 7.78005 -3.50150 0.31360
77 O 6.89985 -4.63901 0.70049
78 O 9.06620 -3.77568 0.85027
79 C 7.54580 -3.18432 -1.23290
80 F 6.25568 -2.76591 -1.51123
81 F 8.16069 -2.12256 -1.56865
82 F 7.85416 -4.10305 -2.13392
83 C 5.57080 -4.31071 1.01114
84 C 4.74973 -5.30461 0.22067
85 H 4.79086 -5.19249 -0.86277
86 H 4.98103 -6.35059 0.42196
87 H 3.70530 -5.17438 0.50404
88 H 5.13001 -3.35296 0.73453
89 H 5.27520 -4.35581 2.05933
90 H 7.45062 -2.55102 0.73331
91 C -0.10722 -5.82327 -6.67681
92 O -1.51788 -5.60996 -6.79520
93 O 0.36573 -5.36202 -7.92345
94 C 0.35688 -5.38491 -5.26623
95 F 0.12842 -6.11985 -4.16255
96 F 1.68967 -5.17455 -5.08094
97 F -0.06857 -4.20754 -4.93408
98 C -2.46294 -6.14862 -5.97309
99 C -3.75861 -5.66709 -6.55482
100 H -4.63702 -5.99471 -5.99881
101 H -3.80572 -4.57855 -6.52381
102 H -3.95955 -5.89079 -7.60252
103 H -2.22301 -5.87957 -4.94443
104 H -2.33467 -7.23103 -5.97861
105 H 0.09766 -6.87453 -6.47443
106 C -1.25146 1.13004 10.89684
107 O -0.88140 2.29235 10.18575
108 C -1.50574 3.39894 10.80998
109 C -1.52229 4.57011 9.80928
110 N -2.34470 4.04487 8.56774
111 H -2.08457 3.08027 8.41948
112 H -3.29914 3.92841 8.87689
113 C -2.23450 4.72730 7.21813
114 C -1.17096 4.18958 6.35528
115 O 0.03387 4.60850 6.98695
116 C 1.13432 4.40715 6.12696
117 H -0.80208 0.32402 10.31677
118 H -2.33108 0.98012 10.90197
119 H -0.80921 1.07140 11.89137
120 H -0.82584 3.65325 11.62310
121 H -2.47352 3.14486 11.24236
122 H -0.52883 4.96065 9.58880
123 H -2.01195 5.43590 10.25509
124 H -2.26148 5.74503 7.60750
125 H -3.17780 4.55559 6.69967
126 H -1.17329 4.59197 5.34228
127 H -1.34630 3.12324 6.21287
128 H 1.30018 3.33163 6.18892
129 H 2.04685 4.73023 6.62797
130 H 0.99501 4.72346 5.09321
131 C 7.01509 -4.15935 -7.72626
132 O 6.54885 -2.92628 -8.29297
133 C 5.83505 -3.14812 -9.49623
134 C 4.92252 -1.89257 -9.69265
135 N 4.04598 -1.70774 -8.47531
136 H 3.28406 -1.12362 -8.78896
137 H 3.55578 -2.56998 -8.28464
138 C 4.60751 -1.14689 -7.18072
139 C 4.28320 0.35271 -7.12863
140 O 4.99067 1.01742 -8.11979
141 C 4.63030 2.41005 -8.23687
142 H 6.15422 -4.54689 -7.18144
143 H 7.87211 -3.90359 -7.10321
144 H 7.35387 -4.84532 -8.50265
145 H 5.26422 -4.06629 -9.63483
146 H 6.61382 -3.13096 -10.25867
147 H 4.19222 -1.90518 -10.50171
148 H 5.46250 -0.96127 -9.86352
149 H 5.69058 -1.20930 -7.07512
150 H 4.29265 -1.58713 -6.23460
151 H 4.46745 0.95132 -6.23655
152 H 3.20180 0.42207 -7.24639
153 H 5.15386 2.93501 -9.03587
154 H 5.03586 2.88734 -7.34478
155 H 3.55047 2.43501 -8.38328
156 C -3.16009 -0.77065 -2.94664
157 O -3.55974 -0.34792 -1.65885
158 C -3.66534 -1.56010 -0.79995
159 C -4.04346 -1.17749 0.64155
160 N -2.73207 -0.73002 1.38754
161 H -2.89867 -0.58306 2.37280
162 H -1.94580 -1.36356 1.36501
163 C -2.13269 0.68039 0.92355
164 C -0.57384 0.68981 0.98989
165 O -0.16704 -0.31032 0.10484
166 C 1.05575 -0.17622 -0.59556
167 H -2.49984 -1.60495 -3.18352
168 H -2.58370 0.02515 -3.41843
169 H -3.95513 -0.83050 -3.68990
170 H -2.80685 -2.23014 -0.75372
171 H -4.56852 -1.91864 -1.29374
172 H -4.39649 -2.02643 1.22702
173 H -4.80831 -0.42334 0.82691
174 H -2.56100 1.41152 1.60918
175 H -2.47431 0.80020 -0.10458
176 H -0.22729 0.38261 1.97661
177 H -0.19301 1.67714 0.72861
178 H 0.96547 0.58482 -1.37065
179 H 1.16012 -1.16242 -1.04791
180 H 1.89822 -0.12927 0.09447
181 C 16.93139 -0.48545 1.59729
182 O 15.93627 -0.68682 2.55974
183 C 15.02282 -1.77150 2.28926
184 C 14.08253 -1.91123 3.55521
185 N 12.77959 -1.02616 3.54919
186 H 12.23730 -1.04723 2.69738
187 H 12.07197 -1.37008 4.18250
188 C 13.02509 0.47001 3.97942
189 C 11.56186 1.04210 3.97770
190 O 10.88913 0.92878 2.70021
191 C 9.48579 1.02406 2.61003
192 H 17.50614 -1.38029 1.35850
193 H 17.70396 0.18890 1.96674
194 H 16.56118 -0.14120 0.63161
195 H 15.70768 -2.60352 2.12553
196 H 14.47723 -1.50420 1.38429
197 H 14.63140 -1.81042 4.49152
198 H 13.71563 -2.93177 3.44579
199 H 13.61789 1.01504 3.24482
200 H 13.59251 0.39315 4.90691
201 H 11.44351 2.09191 4.24602
202 H 11.03793 0.51016 4.77183
203 H 9.15933 0.19907 3.24320
204 H 9.06840 0.77658 1.63399
205 H 9.15708 1.92516 3.12778
206 C -9.66260 6.02014 4.13654
207 O -8.37538 5.47736 4.14010
208 C -8.24954 4.30200 3.38857
209 C -9.08920 3.06893 3.96617
210 N -8.68029 3.01088 5.44489
211 H -7.67545 2.99703 5.34386
212 H -8.90854 3.87675 5.91209
213 C -9.16666 1.83618 6.26107
214 C -10.74184 2.00226 6.69671
215 O -10.95760 3.32584 7.00965
216 C -12.04284 3.58235 7.81359
217 H -10.48811 5.33216 4.31907
218 H -9.63619 6.50060 3.15850
219 H -9.62859 6.75953 4.93670
220 H -7.19818 4.14407 3.14816
221 H -8.66166 4.41929 2.38632
222 H -8.83495 2.17147 3.40224
223 H -10.16918 3.14208 3.83813
224 H -8.50073 1.68781 7.11115
225 H -9.11817 0.98672 5.57977
226 H -10.90158 1.44222 7.61809
227 H -11.41152 1.53382 5.97546
228 H -12.45141 4.59265 7.79193
229 H -11.71809 3.31444 8.81901
230 H -12.74092 2.84198 7.42291

Forces on atoms 1 to 2 (eV/Å):
C -3.647 -2.065 1.399
O 2.464 -0.730 -2.192

Output
LUMO energy: -0.4356 eV
HOMO level: -1.36 eV
Total charge: -2


Computed, not measured: the molecule C5H10O2 at a distorted geometry, with ωB97M-V with the def2-TZVPD basis set.

Positions of all 17 atoms, in Å:
1 O 1.89221 0.08476 1.33154
2 C 1.84151 -0.53326 0.04464
3 C 0.45588 -0.90489 -0.39084
4 C -0.48862 0.28833 -0.42320
5 C -1.98804 0.03689 -0.65684
6 O -2.34586 0.82458 0.48476
7 C -0.97204 0.90005 0.90431
8 H 2.38717 0.71007 0.79653
9 H 2.57274 -1.34649 0.00798
10 H 2.24428 0.29222 -0.64964
11 H 0.05565 -1.68637 0.26637
12 H 0.58391 -1.33288 -1.39047
13 H -0.09860 1.05476 -1.10510
14 H -2.28544 -1.01717 -0.54020
15 H -2.42302 0.42586 -1.58610
16 H -0.66082 1.92866 1.12294
17 H -0.77094 0.27488 1.78333

Forces on atoms 1 to 2 (eV/Å):
O 0.293 0.276 -0.753
C 0.205 -0.169 -1.417

Output
LUMO energy: 0.8235 eV
HOMO level: -9.53 eV
Total charge: 0
SMILES: OCCC1COC1
Energy relative to the best compared isomer or geometry (same formula, charge and spin): 76.1 kcal per mole


Computed, not measured: a structure of composition C21H36P2SeV at a distorted geometry, with ωB97M-V with the def2-TZVPD basis set.

Positions of all 61 atoms, in Å:
1 P -1.49466 -1.71701 -0.14087
2 P -0.46159 0.99015 -1.84983
3 C -2.27451 -0.75270 -1.53287
4 C -1.10394 -0.58921 -2.48033
5 H -2.56579 0.21386 -1.06059
6 H -3.18092 -1.22255 -1.92577
7 H -0.27750 -1.29999 -2.35241
8 H -1.33010 -0.59630 -3.54547
9 C -1.84537 2.02704 -2.57333
10 H -1.65527 3.10311 -2.62516
11 H -2.80528 1.86916 -2.07294
12 H -1.97253 1.67388 -3.61282
13 C 0.54987 1.34203 -3.45863
14 H 0.69027 0.49847 -4.16197
15 H 1.54465 1.69850 -3.16942
16 H 0.04425 2.16081 -3.99776
17 C -3.04058 -2.43218 0.59036
18 H -2.83273 -2.78326 1.62984
19 H -3.25723 -3.31262 -0.03846
20 H -3.89633 -1.75309 0.48674
21 C -0.87354 -3.26545 -0.91649
22 H 0.12779 -3.12742 -1.34843
23 H -1.56645 -3.63835 -1.67872
24 H -0.79347 -4.02556 -0.13016
25 V -1.10844 -1.28347 1.80457
26 C 2.04587 3.21638 -1.24439
27 C 0.92530 2.64739 -0.73109
28 C 1.09125 1.55580 0.35224
29 C 2.09885 0.46170 0.03194
30 C 2.51848 0.37753 -1.41568
31 C 3.67345 0.79623 -1.95417
32 C 4.34120 2.06149 -1.51069
33 C 3.40751 2.99319 -0.68773
34 C 0.57871 -2.50133 2.10944
35 H 1.94400 4.04078 -1.98061
36 H 0.02719 3.30547 -0.61849
37 H 0.14298 1.04588 0.63480
38 H 1.33014 2.04163 1.29586
39 H 2.93476 0.54457 0.73861
40 H 1.69624 -0.52286 0.31859
41 H 1.80529 -0.22871 -2.03216
42 H 4.16501 0.20426 -2.74262
43 H 4.72557 2.61821 -2.37323
44 H 5.23991 1.83170 -0.91824
45 H 3.40689 2.66567 0.36237
46 H 3.85277 3.98623 -0.71583
47 H 1.26512 -1.83097 2.67334
48 H 1.02355 -2.99050 1.20680
49 H 0.13017 -3.16988 2.88221
50 Se -2.11491 0.96881 1.26346
51 C -1.87381 0.26185 3.03602
52 C -2.91311 -0.57122 3.52171
53 C -2.60155 -1.60841 4.39464
54 C -1.25849 -1.86220 4.69956
55 C -0.25571 -0.93961 4.37209
56 C -0.56318 0.19119 3.59157
57 H -3.91135 -0.37165 3.13999
58 H -3.37520 -2.23266 4.82260
59 H -0.97689 -2.71590 5.32106
60 H 0.72067 -1.05904 4.85032
61 H 0.13275 1.01108 3.46667

Forces on atoms 1 to 2 (eV/Å):
P -2.333 -2.015 -5.690
P 0.100 0.907 -4.009

Output
LUMO energy (alpha / beta): 0.4949 / 0.1416 eV
Spin multiplicity: 4
HOMO level (alpha / beta): -6.85 / -7.56 eV
Total charge: 0
Energy relative to the best compared isomer or geometry (same formula, charge and spin): 83.6 kcal per mole
<S²>: 3.79


Computed, not measured: a structure of composition C10H19MnNSi at a distorted geometry, with ωB97M-V with the def2-TZVPD basis set.

Positions of all 32 atoms, in Å:
1 C -0.48678 0.80538 -1.93120
2 C 0.93380 0.98204 -1.69040
3 C 1.09051 1.76323 -0.48880
4 C -0.22320 2.10686 -0.00245
5 C -1.20088 1.50524 -0.87529
6 Mn -0.01068 -0.03858 -0.10369
7 N -1.49783 -0.93208 0.11064
8 C -0.29822 -2.02986 -0.40006
9 C 1.11530 -1.50578 -0.44285
10 H 2.03482 2.10482 -0.06134
11 H 1.74377 0.61288 -2.31535
12 H -0.44145 2.77890 0.82481
13 H -2.28027 1.62120 -0.78094
14 H -0.93978 0.29571 -2.77908
15 H 1.56001 -1.51538 -1.44794
16 H -0.36657 -2.87019 0.31347
17 H -2.43513 -1.31272 -0.04631
18 H 1.76009 -1.85307 0.37402
19 H -0.61028 -2.42069 -1.38314
20 C 0.57904 -1.60879 2.94908
21 Si -0.17302 -0.01734 2.23755
22 C -1.97544 0.11690 2.81574
23 C 0.75141 1.44986 3.04666
24 H 0.04278 -2.50403 2.60458
25 H 0.52263 -1.57796 4.04824
26 H 1.63645 -1.71256 2.66686
27 H -2.02765 0.12631 3.91444
28 H -2.44771 1.03716 2.44486
29 H -2.56478 -0.73623 2.44954
30 H 0.67393 1.37917 4.14217
31 H 1.81839 1.44482 2.78564
32 H 0.33943 2.42316 2.74996

Forces on atoms 1 to 2 (eV/Å):
C 0.133 1.780 -0.074
C -0.492 1.960 -0.114

Output
LUMO energy (alpha / beta): 3.5882 / 3.4811 eV
Spin multiplicity: 5
HOMO level (alpha / beta): -0.37 / -2.92 eV
Total charge: -1
Energy relative to the best compared isomer or geometry (same formula, charge and spin): 29.1 kcal per mole
<S²>: 6.09